(1)
81
Properties=species:S:1:pos:R:3:lowdin_charge:R:1 method="wB97M-V/def2-TZVPD" orbital_gap_ev=7.74 e_homo_ha=-0.323 spin_multiplicity=1
Rh 0.2414 0.2416 -0.4380 1.14
C 0.2710 1.0545 2.8340 -0.09
O -0.3400 0.3069 1.7931 -0.36
Si -1.0361 -1.2126 1.8276 0.35
C -0.0932 -2.4156 2.8433 -0.15
C -2.6907 -1.1178 2.6462 -0.14
C -0.9775 -1.4065 -0.0415 -0.45
Si -2.6704 -1.0542 -0.8425 0.42
C -3.8029 -2.4849 -0.4529 -0.17
C -3.4464 0.5114 -0.1526 -0.17
C -2.6596 -0.9069 -2.6967 -0.17
Si -0.1171 -2.9760 -0.6636 0.39
C 1.7255 -2.9325 -0.4160 -0.17
C -0.7615 -4.4722 0.2538 -0.17
C -0.4588 -3.3583 -2.4535 -0.19
H 1.0144 0.4480 3.3526 0.08
H -0.4968 1.3903 3.5331 0.09
H 0.7462 1.9183 2.3802 0.08
H 0.0274 -2.0015 3.8491 0.05
H 0.8939 -2.6536 2.4691 0.01
H -0.6749 -3.3324 2.9410 0.04
H -2.5085 -0.7664 3.6679 0.05
H -3.1513 -2.1039 2.7267 0.04
H -3.3976 -0.4432 2.1804 0.01
H -4.0566 -2.5456 0.6047 0.02
H -3.3815 -3.4412 -0.7611 0.02
H -4.7346 -2.3479 -1.0104 0.04
H -2.8379 0.9871 0.6165 0.02
H -4.4238 0.2890 0.2832 0.04
H -3.5829 1.2354 -0.9547 0.03
H -2.6766 -1.8798 -3.1845 0.02
H -1.8124 -0.3435 -3.0729 0.00
H -3.5643 -0.3646 -2.9861 0.04
H 2.0288 -2.3941 0.4789 0.00
H 2.2318 -2.4816 -1.2730 0.03
H 2.0723 -3.9663 -0.3282 0.05
H -0.3472 -4.5655 1.2538 0.02
H -0.4466 -5.3544 -0.3127 0.04
H -1.8475 -4.5021 0.3303 0.02
H -0.2988 -2.5288 -3.1367 0.01
H -1.4777 -3.7239 -2.5916 0.03
H 0.2188 -4.1688 -2.7407 0.04
C 0.8301 1.0727 -4.5702 0.01
C 0.7920 0.2748 -3.3514 -0.16
N 0.6988 -0.3377 -2.3851 0.13
H 0.1965 1.9393 -4.3769 0.08
H 0.4351 0.4933 -5.4020 0.10
H 1.8514 1.3941 -4.7656 0.09
O -1.0458 3.6644 -3.2783 0.05
C -1.8397 4.2087 -2.2992 -0.24
C -2.6419 5.3067 -2.5693 -0.02
C -3.4272 5.8522 -1.5656 -0.08
C -3.4059 5.3121 -0.2880 -0.08
C -2.5856 4.2277 -0.0250 -0.01
C -1.8035 3.6552 -1.0204 -0.07
C -0.9558 2.4849 -0.6714 -0.55
O -1.0384 1.4383 -1.4512 -0.15
O -0.2312 2.4492 0.3224 0.02
H -1.1363 4.2150 -4.0662 0.11
H -2.6473 5.7349 -3.5649 0.11
H -4.0541 6.7059 -1.7845 0.11
H -4.0159 5.7366 0.4965 0.10
H -2.5344 3.8016 0.9687 0.12
O 8.2156 -0.5400 0.4974 0.09
N 7.5039 -0.0939 -0.3760 -0.36
O 7.8843 0.3058 -1.4543 0.08
C 6.0601 -0.0208 -0.0985 -0.13
C 5.5748 -0.5054 1.1010 0.08
C 4.2281 -0.4756 1.3348 -0.03
C 3.2419 0.0373 0.4246 -0.26
O 1.9988 -0.0087 0.6797 -0.13
C 3.8722 0.6237 -0.7230 -0.03
C 5.2205 0.5554 -1.0140 0.08
N 3.0945 1.4048 -1.7031 -0.31
O 3.5630 1.5631 -2.8186 0.07
O 2.0269 1.8830 -1.3457 0.04
N 3.8353 -1.0048 2.6639 -0.33
O 4.6459 -0.8979 3.5573 0.09
O 2.7659 -1.5611 2.7617 0.07
H 6.2466 -0.9015 1.8481 0.14
H 5.6080 0.9811 -1.9278 0.14


(2)
75
Properties=species:S:1:pos:R:3:lowdin_charge:R:1 method="wB97M-V/def2-TZVPD" e_above_lowest_kj_mol=69.7 orbital_gap_ev=5.69 e_homo_ha=-0.386 charge=+1 spin_multiplicity=1
C -2.4434 5.1714 1.2133 0.00
N -2.1626 3.7588 1.3491 -0.04
C -3.1640 2.8674 1.6115 -0.36
O -4.3464 3.1540 1.7790 0.10
C -2.5331 1.4756 1.6532 -0.15
C -3.1027 0.5334 0.5969 -0.10
C -4.5842 0.2853 0.7537 -0.24
C -5.4507 0.6110 -0.2927 -0.04
C -6.8281 0.4624 -0.1245 -0.07
C -7.3336 -0.0507 1.0777 -0.07
C -6.4575 -0.4272 2.1036 -0.07
C -5.0778 -0.2656 1.9402 -0.04
N -1.1124 1.7552 1.4292 0.05
C -0.2255 0.7434 1.3155 0.02
C 1.1389 0.9441 1.1327 -0.06
C 2.1216 -0.0347 0.9594 0.02
C 3.5141 0.3275 1.0540 -0.18
C 4.5266 -0.6247 1.4030 -0.02
C 5.8608 -0.2808 1.4731 0.03
C 6.2392 1.0545 1.2142 -0.13
N 7.6092 1.3769 1.0211 -0.31
O 7.9030 2.5642 0.7440 0.08
O 8.4646 0.4662 1.1100 0.08
C 5.2690 2.0476 0.9780 0.03
C 3.9412 1.6786 0.8325 0.02
C -0.8173 3.1958 1.2632 -0.45
C -0.2117 3.4996 -0.1162 0.02
C 0.0368 3.7593 2.4119 0.02
H -3.5250 5.3137 1.2926 0.10
H -1.9442 5.7542 1.9990 0.10
H -2.1004 5.5410 0.2384 0.10
H -2.6757 1.0555 2.6672 0.17
H -2.9010 0.9684 -0.3967 0.13
H -2.5591 -0.4219 0.6549 0.10
H -5.0278 1.0127 -1.2176 0.11
H -7.5004 0.7555 -0.9323 0.11
H -8.4104 -0.1579 1.2123 0.11
H -6.8412 -0.8390 3.0387 0.11
H -4.3764 -0.5447 2.7317 0.11
H -0.6388 -0.2604 1.4402 0.14
H 1.4671 1.9828 1.1386 0.06
H 1.8415 -1.0849 1.0259 0.11
H 4.2308 -1.6529 1.6341 0.12
H 6.6374 -1.0047 1.7162 0.13
H 5.5788 3.0869 0.8892 0.13
H 3.2216 2.4584 0.5733 0.11
H -0.9152 3.1743 -0.8957 0.11
H -0.0300 4.5783 -0.2051 0.10
H 0.7338 2.9756 -0.2713 0.07
H -0.5321 3.6864 3.3492 0.11
H 0.9743 3.2109 2.5314 0.08
H 0.2634 4.8146 2.2080 0.10
C -1.0695 -5.4555 -4.1949 -0.06
C 0.1784 -5.0909 -3.6612 -0.01
C 0.2341 -4.0180 -2.7753 -0.24
C -0.9093 -3.2947 -2.4186 -0.47
C -2.1521 -3.6502 -2.9486 -0.07
C -2.2235 -4.7368 -3.8400 -0.08
S -0.5113 -1.9816 -1.3409 1.07
C 1.2209 -2.3666 -1.4313 -0.56
N 2.1473 -1.7085 -0.8294 -0.01
C 3.5103 -2.2292 -0.9425 -0.22
C 3.7893 -3.0184 -2.1978 -0.15
C 2.7339 -4.0654 -2.4444 -0.12
N 1.4057 -3.4656 -2.2392 -0.03
H -1.1339 -6.2997 -4.8850 0.11
H 1.0973 -5.6129 -3.9324 0.11
H -3.0320 -3.0727 -2.6590 0.11
H -3.1880 -5.0250 -4.2588 0.11
H 4.1703 -1.3617 -0.8963 0.10
H 3.7342 -2.8418 -0.0470 0.12
H 3.8304 -2.3152 -3.0311 0.13
H 4.7694 -3.4943 -2.1141 0.13
H 2.7820 -4.4367 -3.4677 0.12
H 2.8713 -4.9100 -1.7536 0.14


(3)
65
Properties=species:S:1:pos:R:3:lowdin_charge:R:1 method="wB97M-V/def2-TZVPD" e_above_lowest_kj_mol=51.1 orbital_gap_ev=7.30 e_homo_ha=-0.285 spin_multiplicity=1
C 6.2110 -1.1455 -1.7661 -0.12
C 4.7332 -1.1652 -1.6862 -0.56
C 3.7878 -1.1830 -2.7070 -0.12
C 2.4624 -1.1738 -2.2164 -0.09
C 2.3886 -1.1421 -0.8161 -0.47
B 0.6200 2.1585 -0.3669 -0.81
C 1.2635 -1.3459 -0.0076 -0.23
C 1.4111 -1.4215 1.4038 0.00
C 0.7134 -2.4170 2.0393 -0.11
C 0.9220 -2.6581 3.5108 -0.50
F 1.2502 -3.9571 3.7980 0.12
F 1.9172 -1.8733 4.0187 0.11
F -0.2087 -2.3472 4.2307 0.11
C -0.1703 -3.2241 1.3184 0.05
C -0.4817 -2.9214 -0.0057 -0.11
C -1.4058 -3.7363 -0.8664 -0.50
F -2.1157 -2.9053 -1.7058 0.11
F -0.7165 -4.6011 -1.6713 0.13
F -2.3181 -4.4514 -0.1510 0.13
C 0.1041 -1.8510 -0.6356 0.04
O 1.9244 2.4178 0.0681 0.07
C 2.5828 3.0339 -1.0640 -0.12
C 1.6187 2.8664 -2.2412 -0.09
O 0.3561 2.3330 -1.7045 0.09
S 3.9712 -0.9918 -0.1157 1.12
H 6.5414 -1.7559 -2.6108 0.08
H 6.5509 -0.1097 -1.9063 0.08
H 6.6388 -1.5396 -0.8351 0.07
H 4.0732 -1.2757 -3.7583 0.12
H 1.5944 -1.2872 -2.8541 0.11
H 2.0687 -0.7757 1.9909 0.13
H -0.6264 -4.0719 1.7923 0.13
H -0.2413 -1.5149 -1.6191 0.15
H 2.8053 4.1054 -0.8762 0.13
H 3.5554 2.5648 -1.2752 0.12
H 1.4563 3.8521 -2.7184 0.13
H 2.0245 2.1464 -2.9792 0.12
C -0.2447 1.2599 0.6589 -0.07
C -0.5298 2.7924 0.8905 -0.17
C 0.2102 3.5773 1.8192 0.00
C 0.1294 4.9575 1.7991 -0.07
C -0.6882 5.6350 0.8901 -0.07
C -1.4343 4.8821 -0.0121 -0.06
C -1.3823 3.5025 -0.0018 -0.01
C -1.4566 0.5372 0.2593 -0.08
C -2.2322 -0.2134 1.0852 -0.04
C -3.4559 -0.8719 0.6745 -0.23
C -3.8797 -2.0491 1.3330 -0.05
C -5.0370 -2.7184 0.9467 -0.09
C -5.8389 -2.2137 -0.0872 -0.09
C -5.4562 -1.0256 -0.7259 -0.08
C -4.2718 -0.3730 -0.3690 -0.03
H 0.2713 0.7889 1.5014 0.13
H 0.9109 3.0645 2.4834 0.13
H 0.7740 5.5416 2.4534 0.11
H -0.7357 6.7244 0.8684 0.11
H -2.0264 5.3751 -0.7802 0.11
H -1.8715 2.9107 -0.7793 0.13
H -1.7312 0.6041 -0.7906 0.12
H -1.8823 -0.4128 2.0997 0.12
H -3.2896 -2.4505 2.1587 0.11
H -5.3278 -3.6604 1.4166 0.10
H -6.7527 -2.7324 -0.4079 0.10
H -6.0690 -0.6144 -1.5308 0.10
H -3.9642 0.5466 -0.8643 0.11


(4)
10
Properties=species:S:1:pos:R:3:lowdin_charge:R:1 method="wB97M-V/def2-TZVPD" e_above_lowest_kj_mol=594.6 orbital_gap_ev=10.43 e_homo_ha=-0.376 smiles="O=c1cn[nH]n1O" spin_multiplicity=1
O 0.8889 0.7295 1.5551 0.10
C 0.1862 0.2218 0.7202 -0.51
C -0.1621 -1.3005 0.7427 -0.05
N -0.5781 -1.7392 -0.3915 0.02
N -0.3381 -0.6407 -1.2277 0.02
N -0.3421 0.5634 -0.4121 -0.08
O 0.4232 1.6808 -0.8501 0.07
H -0.3346 -1.8406 1.8343 0.17
H -1.4648 -0.7088 -1.3813 0.19
H -0.0336 2.4545 -0.6517 0.08


(5)
42
Properties=species:S:1:pos:R:3:lowdin_charge:R:1 method="wB97M-V/def2-TZVPD" e_above_lowest_kj_mol=215.6 orbital_gap_ev=8.29 e_homo_ha=-0.277 smiles=COc1cccc(N2CCN(Cc3cccnc3)CC2)c1 spin_multiplicity=1
C 0.9125 -2.4896 -4.6723 -0.09
O -0.4336 -2.4622 -4.2724 -0.08
C -0.8316 -1.5242 -3.3627 -0.27
C -2.1813 -1.5619 -3.0099 -0.03
C -2.6645 -0.6373 -2.1108 -0.08
C -1.8344 0.3118 -1.5398 -0.04
C -0.4795 0.3576 -1.8711 -0.22
N 0.3876 1.3313 -1.3849 -0.10
C -0.1087 2.4107 -0.5620 -0.15
C -0.1503 2.0283 0.9218 -0.17
N 1.1916 1.6667 1.3395 -0.16
C 1.3328 1.4794 2.7772 -0.15
C 0.5289 0.3308 3.3305 -0.20
C -0.7890 0.4956 3.7445 -0.04
C -1.5122 -0.6078 4.1654 -0.06
C -0.8878 -1.8459 4.1552 -0.15
N 0.3666 -2.0176 3.7761 0.06
C 1.0491 -0.9600 3.3775 -0.12
C 1.6816 0.5534 0.5496 -0.17
C 1.7097 0.9557 -0.9306 -0.14
C 0.0021 -0.5711 -2.8038 0.04
H 0.9930 -3.3131 -5.3804 0.09
H 1.5818 -2.6768 -3.8254 0.09
H 1.2064 -1.5583 -5.1684 0.10
H -2.8163 -2.3102 -3.4542 0.11
H -3.7088 -0.6574 -1.8349 0.10
H -2.2580 1.0034 -0.8299 0.09
H -1.0898 2.7287 -0.9129 0.12
H 0.5864 3.2493 -0.6797 0.13
H -0.4808 2.8861 1.5128 0.13
H -0.8645 1.1994 1.0679 0.12
H 2.3960 1.3199 2.9791 0.12
H 1.0250 2.4141 3.2555 0.12
H -1.2392 1.4791 3.7445 0.11
H -2.5358 -0.5092 4.4930 0.10
H -1.4089 -2.7411 4.4677 0.10
H 2.0745 -1.1526 3.0860 0.11
H 2.6940 0.3106 0.8806 0.12
H 1.0492 -0.3463 0.6588 0.13
H 2.1020 0.1281 -1.5176 0.11
H 2.3693 1.8207 -1.0534 0.13
H 1.0350 -0.5179 -3.1059 0.10


(6)
8
Properties=species:S:1:pos:R:3:lowdin_charge:R:1 method="wB97M-V/def2-TZVPD" e_above_lowest_kj_mol=46.4 orbital_gap_ev=11.57 e_homo_ha=-0.432 smiles="COP(=O)=O" spin_multiplicity=1
C 0.7424 -0.9244 0.1730 -0.07
O 0.4938 0.5272 0.1563 -0.27
P -0.9521 1.1721 -0.1731 0.55
O -1.0556 2.6642 -0.2594 -0.27
O -1.9961 0.2261 -0.3692 -0.23
H 1.6466 -1.0718 -0.4377 0.08
H 0.0230 -1.4978 -0.3734 0.07
H 1.0980 -1.0957 1.2837 0.14


(7)
63
Properties=species:S:1:pos:R:3:lowdin_charge:R:1 method="wB97M-V/def2-TZVPD" orbital_gap_ev=8.38 e_homo_ha=-0.352 smiles="CCN(CC[C@@]1(CON=O)OC(=O)O[C@@]1(S)C(F)(F)C(F)(F)F)C(C)=O.O=S1(=O)OCCO1.O=S1(=O)OCCO1" spin_multiplicity=1
C -6.0957 -0.9068 1.1876 -0.12
C -5.4120 0.2487 0.1913 -0.21
N -3.9266 -0.0365 0.1951 -0.17
C -3.0991 1.1477 0.6426 -0.14
C -1.9560 0.5394 1.6922 -0.04
C -0.4440 1.1110 1.4168 -0.29
C 0.3715 0.6802 0.0609 -0.07
O -0.4424 0.6143 -1.1629 -0.13
N 0.1875 1.4199 -2.0711 -0.03
O 0.3056 0.8472 -3.1466 0.06
O -0.4242 2.5769 1.5491 -0.01
C 0.0380 2.9619 2.9067 -0.25
O 0.4330 4.1795 3.3634 0.04
O 0.0321 1.6707 3.6716 -0.10
C 0.6169 0.7377 2.6519 -0.46
S 2.3711 1.4790 2.5092 0.87
C 0.4444 -0.7219 3.3778 -0.11
F -0.6316 -0.5443 4.4203 0.03
F 0.0815 -1.8327 2.4229 0.01
C 1.7844 -1.2528 4.1804 -0.15
F 1.3574 -2.5268 4.8712 0.02
F 2.2676 -0.3397 5.2421 0.06
F 2.8621 -1.6814 3.2182 0.01
C -3.4374 -0.6450 -1.1002 -0.27
C -2.6662 -2.1274 -1.1486 -0.03
O -3.5792 0.0147 -2.2542 -0.03
H -7.0885 -1.3073 0.6791 0.08
H -6.3962 -0.4840 2.2382 0.07
H -5.3124 -1.7943 1.3344 0.08
H -5.7204 1.2784 0.6571 0.12
H -5.8708 0.0548 -0.8842 0.13
H -2.6224 1.7279 -0.2549 0.13
H -3.7287 1.9528 1.2596 0.14
H -2.2959 0.8984 2.7783 0.15
H -2.0560 -0.6266 1.6933 0.13
H 1.0004 -0.3129 0.1744 0.17
H 1.1778 1.5399 -0.1266 0.13
H 2.4018 2.4378 1.4828 -0.05
H -1.5965 -2.0606 -1.6516 0.09
H -3.3017 -2.8897 -1.8119 0.10
H -2.5524 -2.6121 -0.0792 0.08
O 3.0126 5.2529 -6.0842 -0.24
S 1.5682 5.2459 -6.1535 0.68
O 0.8014 6.3393 -6.7039 -0.24
O 0.9895 4.9016 -4.6688 -0.19
C 0.1850 3.7252 -4.7330 -0.18
C 0.7488 2.9083 -5.8925 -0.18
O 1.1006 3.8666 -6.8879 -0.20
H -0.8479 4.0294 -4.9307 0.14
H 0.2283 3.1815 -3.7855 0.09
H 0.0255 2.1906 -6.2868 0.14
H 1.6607 2.3797 -5.5955 0.13
O 4.6284 -3.2127 -0.7779 -0.24
S 5.1014 -4.4068 -0.1134 0.68
O 5.7752 -5.4794 -0.8075 -0.23
O 3.8641 -5.0376 0.7405 -0.20
C 4.2258 -5.1111 2.1185 -0.17
C 5.2291 -3.9819 2.3376 -0.18
O 6.0229 -3.9530 1.1536 -0.19
H 4.6865 -6.0879 2.2980 0.13
H 3.3406 -5.0054 2.7512 0.13
H 5.8552 -4.1459 3.2178 0.14
H 4.7214 -3.0156 2.4274 0.11


(8)
14
Properties=species:S:1:pos:R:3:lowdin_charge:R:1 method="wB97M-V/def2-TZVPD" e_above_lowest_kj_mol=244.7 orbital_gap_ev=10.86 e_homo_ha=-0.360 smiles="C=O.CCN" spin_multiplicity=1
C -2.1534 -2.0904 1.5239 -0.13
O -1.2732 -2.7471 2.0226 -0.03
H -2.0162 -1.9335 0.4279 0.09
H -2.8642 -1.7934 2.2315 0.06
C 1.6926 0.4848 -0.0395 -0.13
C 0.9575 0.8635 -1.2850 -0.30
N -0.5046 0.9210 -0.7950 -0.03
H 1.3385 -0.5398 0.3852 0.11
H 1.3380 1.2050 0.7049 0.06
H 2.7274 0.6725 0.0529 0.05
H 1.0389 0.1619 -2.0430 0.08
H 1.2932 1.7701 -1.5522 0.06
H -1.0652 1.3378 -1.5381 0.05
H -0.5093 1.6875 -0.0960 0.06


(9)
17
Properties=species:S:1:pos:R:3:lowdin_charge:R:1 method="wB97M-V/def2-TZVPD" e_above_lowest_kj_mol=436.5 orbital_gap_ev=10.54 e_homo_ha=-0.360 smiles="C#C[C@H](C)N(O)C(N)=O" spin_multiplicity=1
C -3.0830 0.4006 0.6436 0.08
C -2.0740 -0.2136 0.3975 -0.05
C -0.5532 -0.7336 0.1315 -0.34
C 0.0391 -1.0285 1.5060 -0.06
N 0.0647 0.3501 -0.5713 -0.12
O -0.5105 0.5107 -1.8579 0.00
C 1.5489 0.0363 -0.7777 -0.49
N 2.2062 1.1897 -1.0809 0.16
O 2.1301 -1.0302 -0.7309 0.08
H -4.0009 0.8879 0.8867 0.02
H -0.6187 -1.6306 -0.4910 0.14
H 0.2469 -0.1029 2.0531 0.09
H -0.6620 -1.6212 2.1014 0.09
H 0.9672 -1.6011 1.4312 0.07
H -0.7478 1.4525 -1.8545 0.11
H 1.8336 2.0291 -0.6638 0.10
H 3.2135 1.1048 -1.1228 0.11


(10)
44
Properties=species:S:1:pos:R:3:lowdin_charge:R:1 method="wB97M-V/def2-TZVPD" orbital_gap_ev="4.39 / 4.39" e_homo_ha="-0.549 / -0.549" charge=+2 spin_multiplicity=1
C 0.0887 0.3969 -5.1655 -0.90
C 1.4656 0.9461 -5.4726 -0.12
C -0.1380 -0.9567 -5.8044 -0.12
C -1.0063 1.3812 -5.5179 -0.12
Cl 0.0100 0.1414 -3.3181 0.50
H -0.1001 -0.8538 -6.8901 0.10
H -1.1101 -1.3613 -5.5346 0.08
H 0.6269 -1.6676 -5.5027 0.08
H 1.5566 1.1118 -6.5474 0.10
H 2.2438 0.2509 -5.1684 0.08
H 1.6333 1.8935 -4.9669 0.08
H -0.9974 1.5610 -6.5941 0.10
H -0.8584 2.3322 -5.0127 0.08
H -1.9851 0.9950 -5.2453 0.08
C 1.5571 -1.7274 2.8930 -0.17
C 0.9116 -2.6322 2.0156 -0.13
C 1.2102 -2.2550 0.6812 -0.12
H 0.3001 -3.4681 2.3114 0.13
C 2.0529 -1.1228 0.7335 -0.11
C 2.2634 -0.7961 2.0982 -0.17
H 2.8721 0.0087 2.4753 0.13
H 1.5440 -1.7638 3.9691 0.12
H 0.8805 -2.7598 -0.2112 0.14
H 2.4716 -0.6102 -0.1155 0.14
C -2.3001 0.6982 2.3278 -0.17
C -2.2189 -0.5002 3.0733 -0.17
C -2.3144 -1.5771 2.1586 -0.13
H -2.1359 -0.5793 4.1441 0.12
C -2.4441 -1.0438 0.8501 -0.12
C -2.4413 0.3644 0.9573 -0.11
H -2.5330 1.0645 0.1455 0.14
H -2.2767 1.6954 2.7323 0.13
H -2.2930 -2.6237 2.4132 0.13
H -2.5536 -1.6111 -0.0590 0.14
Pb -0.1770 -0.4432 1.6582 1.61
N 1.0071 2.6455 4.4655 0.13
C 0.7120 1.6707 5.3440 -0.02
C 0.3030 0.5644 4.6361 -0.12
N 0.3462 0.8559 3.3183 -0.11
C 0.7774 2.1284 3.2427 -0.10
H 1.3448 3.6068 4.6905 0.22
H 0.7885 1.7574 6.4192 0.15
H -0.0030 -0.3831 5.0574 0.13
H 0.9205 2.6680 2.3168 0.16


(11)
18
Properties=species:S:1:pos:R:3:lowdin_charge:R:1 method="wB97M-V/def2-TZVPD" e_above_lowest_kj_mol=254.3 orbital_gap_ev=9.81 e_homo_ha=-0.324 smiles="C=CCCNCO" spin_multiplicity=1
C -1.0361 0.3467 2.6055 0.00
C -0.6659 1.0750 1.5438 -0.22
C -1.3139 1.0738 0.1936 -0.19
C -0.3337 0.5516 -0.8775 -0.24
N 0.4303 -0.5785 -0.4241 -0.06
C 1.1474 -1.4545 -1.2518 -0.32
O 2.4440 -0.9566 -1.5943 -0.06
H -0.5497 0.6542 3.5252 0.05
H -1.3787 -0.6765 2.5172 0.07
H 0.2867 1.6026 1.5799 0.11
H -1.5496 2.1137 -0.0366 0.11
H -2.2408 0.5128 0.0987 0.11
H 0.2854 1.3857 -1.2384 0.11
H -0.8475 0.2539 -1.7972 0.11
H 0.7950 -0.4561 0.5069 0.10
H 1.1507 -2.4302 -0.7540 0.12
H 0.6173 -1.6329 -2.1963 0.12
H 2.7591 -1.3845 -2.4007 0.08